Here is 5 unconnected molecules or ions with the total composition C2H16N2O4 from the Open Molecules 2025 dataset. Energies are from the ωB97M-V functional and the def2-TZVPD basis.

Geometry as XYZ:
```
24
C2H16N2O4 | the Open Molecules 2025 dataset | the ωB97M-V functional and the def2-TZVPD basis
N 0.0592 -1.4227 -1.2963
C -1.1304 -0.7742 -1.8722
C -1.8395 0.0945 -0.8500
N -1.0122 1.2382 -0.3921
H 0.8682 -0.8347 -1.4583
H 0.2375 -2.3072 -1.7490
H -1.8233 -1.5475 -2.2058
H -0.8609 -0.1750 -2.7515
H -2.7801 0.4594 -1.2670
H -2.1002 -0.5073 0.0187
H -1.4686 2.1091 -0.6289
H -0.9565 1.1977 0.6258
O 1.5964 1.2392 -1.3138
H 0.6440 1.3357 -1.0028
H 1.8260 2.0772 -1.7332
O 2.6982 0.4602 1.1337
H 3.5699 0.0679 1.0329
H 2.4146 0.7253 0.2356
O -1.5500 0.2321 2.4826
H -0.8053 -0.3973 2.3413
H -1.6010 0.3599 3.4353
O 0.4966 -1.3091 1.5998
H 0.3053 -1.4599 0.6487
H 1.2939 -0.7473 1.5996
```

M, g/mol: 132.16
Energy above the lowest of the compared OMol25 structures with the same formula, charge and spin, eV: 0.000
Gap between HOMO and LUMO, eV: 10.3
SMILES string: NCCN.O.O.O.O
LUMO, eV: 0.707
E_HOMO, eV: -9.63

***

Here is a molecular structure, C13H29FeOP from the Open Molecules 2025 dataset. Energies are from the ωB97M-V functional and the def2-TZVPD basis.

Geometry as XYZ:
```
45
C13H29FeOP | the Open Molecules 2025 dataset | the ωB97M-V functional and the def2-TZVPD basis
C -0.9995 -3.6418 2.3422
C -1.9043 -2.4337 2.1339
C -1.4485 -1.2023 2.9122
C -0.1209 -0.6978 2.3985
C 0.3971 0.5437 3.1154
C -0.3012 1.8698 2.7761
C -0.7757 2.0314 1.3376
C 0.2981 2.6770 0.4492
P -0.3284 2.6078 -1.2506
O 0.2986 3.7324 -2.1626
C 0.0305 0.9314 -1.9606
C -1.2155 0.3214 -2.6442
C 1.2771 1.0239 -2.8726
C 1.4833 -0.2215 -3.7470
C 1.6225 -1.5277 -2.9391
H -1.5513 -4.5650 2.2150
H -0.5876 -3.6537 3.3461
H -0.1821 -3.6831 1.6314
H -1.9232 -2.1633 1.0764
H -2.9199 -2.7051 2.4012
H -1.3540 -1.4885 3.9564
H -2.2314 -0.4472 2.8400
H -0.1465 -0.5872 1.3150
H 0.6032 -1.4891 2.5755
H 0.2435 0.3745 4.1756
H 1.4746 0.6025 2.9910
H -1.1190 2.0723 3.4523
H 0.4178 2.6641 2.9628
H -1.6198 2.7161 1.3382
H -1.1434 1.1117 0.8894
H 1.2281 2.1066 0.4680
H 0.4770 3.7049 0.7373
H 0.9887 4.2576 -1.7136
H 0.2899 0.3238 -1.0967
H -1.2457 -0.7403 -2.4366
H -2.1243 0.7421 -2.2328
H -1.1886 0.5116 -3.7079
H 1.1964 1.8637 -3.5488
H 2.1573 1.1318 -2.2462
H 2.4132 -0.0371 -4.2762
H 0.7016 -0.2922 -4.4870
H 2.3158 -2.2338 -3.4545
H 2.0176 -1.3283 -1.9524
H 0.6831 -2.0549 -2.8717
Fe 3.8158 -2.7286 -4.2355
```

M, g/mol: 288.19
Gap between HOMO and LUMO (spin up / spin down), eV: 6.9 / 6.5
<S²>: 6.0107
LUMO (spin up / spin down), eV: -8.461 / -8.830
Multiplicity: 5
E_HOMO (spin up / spin down), eV: -15.31 / -15.31
Charge: +2

***

Here is a molecular structure, C3H4O3Tl in a non-equilibrium geometry from the Open Molecules 2025 dataset. Energies are from the ωB97M-V functional and the def2-TZVPD basis.

Geometry as XYZ:
```
11
C3H4O3Tl | the Open Molecules 2025 dataset | the ωB97M-V functional and the def2-TZVPD basis
C -2.1750 -0.2215 -0.1083
O 0.1228 0.8424 0.2709
C 0.1404 -0.3277 -0.2399
C -1.8951 1.0155 0.6604
O -1.0767 -0.8768 -0.5169
O 1.1516 -1.0273 -0.1865
H -2.9246 -0.9178 0.2794
H -1.6588 0.7364 1.6971
H -2.3658 1.1881 -0.6049
Tl 2.2080 0.6211 0.3442
H -2.7953 1.5967 0.9173
```

M, g/mol: 292.44
Energy above the lowest of the compared OMol25 structures with the same formula, charge and spin, eV: 3.958
Gap between HOMO and LUMO (spin up / spin down), eV: 6.2 / 7.9
LUMO (spin up / spin down), eV: -18.981 / -18.301
E_HOMO (spin up / spin down), eV: -25.17 / -26.19
Charge: +3

***

Here is 2 unconnected molecules or ions with the total composition C5H11NO in a non-equilibrium geometry from the Open Molecules 2025 dataset. Energies are from the ωB97M-V functional and the def2-TZVPD basis.

Geometry as XYZ:
```
18
C5H11NO | the Open Molecules 2025 dataset | the ωB97M-V functional and the def2-TZVPD basis
C -0.5065 -1.6754 2.8968
C -0.1021 -1.6449 1.6321
C 0.3542 -0.5000 0.8603
C -0.3054 -0.0348 -0.2093
N -0.1981 1.1394 -0.9366
C 0.5297 2.3397 -0.5144
H -1.2335 -2.4136 3.2224
H -0.3462 -0.8569 3.5877
H -0.3364 -2.4590 0.9437
H 1.2016 0.1120 1.1747
H -0.9678 -0.6666 -0.8100
H -1.0131 1.4366 -1.4369
H 1.4290 2.4626 -1.1155
H 0.7090 2.3992 0.5548
H -0.1230 3.2132 -0.6114
O 0.2687 -1.3461 -3.0935
H 0.9338 -0.8236 -2.6421
H -0.2938 -0.6821 -3.5028
```

M, g/mol: 101.15
Energy above the lowest of the compared OMol25 structures with the same formula, charge and spin, eV: 2.818
Gap between HOMO and LUMO, eV: 8.4
SMILES string: C=C/C=C/NC.O
LUMO, eV: 0.699
E_HOMO, eV: -7.74

***

Here is 2 unconnected molecules or ions with the total composition C2H2Cl6Si in a non-equilibrium geometry from the Open Molecules 2025 dataset. Energies are from the ωB97M-V functional and the def2-TZVPD basis.

Geometry as XYZ:
```
11
C2H2Cl6Si | the Open Molecules 2025 dataset | the ωB97M-V functional and the def2-TZVPD basis
C 0.1240 -0.5360 0.5455
C -0.9267 1.2526 0.6747
Si 0.9404 -0.8642 -1.1924
Cl 1.3392 -0.3120 1.7498
Cl -1.0142 -1.7624 1.0467
Cl -1.5787 1.2403 2.2878
Cl 0.1255 2.6008 0.2783
Cl -2.1313 0.8787 -0.4948
Cl -0.5051 -1.2211 -2.5241
H 2.0252 -1.8697 -1.1653
H 1.6017 0.5930 -1.2060
```

M, g/mol: 266.84
Energy above the lowest of the compared OMol25 structures with the same formula, charge and spin, eV: 2.235
Gap between HOMO and LUMO, eV: 9.6
LUMO, eV: 0.066
E_HOMO, eV: -9.51